Below is 2 unconnected molecules or ions with the total composition CH5NO at a distorted geometry, with properties calculated with the ωB97M-V functional and the def2-TZVPD basis.

Results
- Molecular weight: 47.057 g mol⁻¹
- Charge: 0
- HOMO level: -10.585 eV
- HOMO-LUMO gap: 10.763 eV
- SMILES: C=O.N
- Energy above the lowest of the compared OMol25 structures with the same formula, charge and spin: 110.4 kJ/mol

```
8
Properties=species:S:1:pos:R:3:lowdin_charge:R:1
C 0.558 -0.704 -1.804 -0.099
O 1.627 -0.859 -2.470 -0.060
H 0.166 -1.506 -1.109 0.084
H -0.009 0.252 -1.774 0.074
N -0.801 0.932 1.882 0.018
H 0.206 1.135 2.098 0.041
H -0.661 0.744 0.962 -0.078
H -1.086 0.006 2.216 0.020
```

=====

Below is 2 unconnected molecules or ions with the total composition CH5NO at a distorted geometry, with properties calculated with the ωB97M-V functional and the def2-TZVPD basis.

Results
- Molecular weight: 47.057 g mol⁻¹
- Charge: 0
- HOMO level: -9.768 eV
- HOMO-LUMO gap: 9.337 eV
- SMILES: N=O.C
- Energy above the lowest of the compared OMol25 structures with the same formula, charge and spin: 256.9 kJ/mol

```
8
Properties=species:S:1:pos:R:3:lowdin_charge:R:1
N -2.797 0.192 -0.215 0.025
O -1.758 -0.416 -0.079 -0.074
H -3.284 0.219 0.716 0.059
C 1.551 0.007 -0.065 -0.062
H 1.119 -0.317 -1.037 0.024
H 2.229 0.853 -0.264 0.017
H 2.181 -0.806 0.317 0.015
H 0.759 0.268 0.628 -0.005
```

=====

Below is a gas-phase ion, CH5NO (charge +1) at a distorted geometry, with properties calculated with the ωB97M-V functional and the def2-TZVPD basis.

Results
- Molecular weight: 47.057 g mol⁻¹
- Charge: +1
- HOMO level (spin up / spin down): -18.110 / -17.461 eV
- Spin multiplicity: 2
- Expectation value of S²: 0.7578
- HOMO-LUMO gap (spin up / spin down): 14.388 / 7.427 eV
- Energy above the lowest of the compared OMol25 structures with the same formula, charge and spin: 90.2 kJ/mol

```
8
Properties=species:S:1:pos:R:3:mulliken_spin:R:1
N 0.337 1.169 0.152 0.828
C -0.559 0.058 -0.302 -0.030
O 0.230 -1.168 0.071 0.226
H 0.378 1.136 1.087 -0.008
H 1.211 1.139 -0.272 -0.010
H -1.512 0.118 0.239 0.000
H -0.637 0.264 -1.369 -0.001
H -0.284 -1.844 0.494 -0.004
```

=====

Below is a single CH5NO2 molecule at a distorted geometry, with properties calculated with the ωB97M-V functional and the def2-TZVPD basis.

Results
- Molecular weight: 63.056 g mol⁻¹
- Charge: 0
- HOMO level: -9.473 eV
- HOMO-LUMO gap: 10.275 eV
- SMILES: NOCO
- Energy above the lowest of the compared OMol25 structures with the same formula, charge and spin: 309.0 kJ/mol

```
9
Properties=species:S:1:pos:R:3:lowdin_charge:R:1
N -1.481 0.301 -0.433 0.035
O -0.513 0.018 0.595 -0.185
C 0.730 -0.594 0.372 -0.288
O 1.683 -0.002 -0.474 -0.008
H -2.364 0.247 -0.001 0.051
H -1.383 1.276 -0.820 0.099
H 0.655 -1.609 -0.029 0.126
H 1.146 -0.524 1.392 0.132
H 1.526 0.886 -0.601 0.040
```